1.
C39H36N4O2PbS2Se2Te3 as an isolated structure in a non-equilibrium geometry, computed with the ωB97M-V functional and the def2-TZVPD basis.

The geometry in XYZ format:
```
89
Properties=species:S:1:pos:R:3
Pb -0.00337 -0.21327 0.10066
C -3.59612 -2.89180 0.28174
C -2.11756 -2.64151 0.25489
O -1.79738 -1.54246 0.85493
C -1.27841 -3.60794 -0.29293
C 0.15854 -3.58101 -0.20667
C 0.88970 -4.92670 -0.39833
N 0.82914 -2.53107 0.14248
N 2.18753 -2.65866 0.44660
C 2.80729 -1.49268 0.42650
O 2.32682 -0.31474 0.19946
C 4.28560 -1.68810 0.67129
C 4.92959 -2.75030 0.05393
C 6.32418 -2.87621 0.17003
C 7.02487 -1.92366 0.85802
C 6.35321 -0.87139 1.50269
C 5.00382 -0.71635 1.36280
H -3.86614 -3.17998 1.29352
H -3.85690 -3.75762 -0.32727
H -4.09117 -1.92389 0.11165
H -1.71690 -4.48089 -0.74932
H 0.20708 -5.69453 -0.56678
H 1.38106 -5.13730 0.60392
H 1.62162 -4.91763 -1.17705
H 4.28413 -3.49084 -0.40386
H 6.79022 -3.76930 -0.25414
H 8.08065 -2.06336 1.08686
H 6.84283 -0.07992 2.06940
H 4.46330 0.14344 1.83501
Se 3.21773 2.55390 1.38284
Te 3.10734 4.63528 2.98198
Te 0.44886 4.10090 2.94857
Se 1.03075 3.03258 0.68523
N 0.63574 0.01895 2.37900
S -0.02352 0.12857 3.81012
C -1.69111 0.21215 3.27570
C -2.02364 1.22510 2.41400
C -3.24820 1.24391 1.78907
C -4.16017 0.23645 2.00593
C -3.88130 -0.71747 2.97292
C -2.65231 -0.75009 3.63345
C -0.05084 -1.52017 4.52898
C 0.11300 -2.68546 3.76892
C 0.10077 -3.93820 4.39155
C -0.09456 -3.98844 5.78227
C -0.17284 -2.84611 6.54509
C -0.11359 -1.57507 5.91005
H 1.64645 0.30078 2.41760
H -1.33391 2.04571 2.16068
H -3.42437 2.07166 1.08203
H -5.10835 0.30103 1.47383
H -4.57503 -1.50426 3.31281
H -2.42137 -1.53742 4.35806
H 0.27351 -2.60713 2.69157
H 0.22213 -4.86735 3.83210
H -0.01750 -4.97652 6.26450
H -0.21412 -2.93302 7.69631
H -0.15081 -0.62502 6.48931
C -3.90637 1.31625 -3.69105
Te -3.15838 0.46482 -1.89911
C -1.96757 2.21736 -1.75679
C -2.46521 3.15799 -2.85416
C -1.89016 4.46706 -3.01002
C -2.28059 5.30229 -4.01781
C -3.20246 4.80069 -4.97009
C -3.67453 3.52807 -4.86579
C -3.35793 2.70473 -3.77635
H -5.00359 1.21898 -3.70320
H -3.57936 0.68832 -4.52871
H -0.93575 1.96239 -1.92191
H -2.01227 2.61671 -0.76404
H -1.10654 4.74814 -2.35589
H -1.76984 6.27303 -4.09971
H -3.50467 5.42648 -5.75482
H -4.27734 3.11888 -5.72304
S 2.33663 4.94966 -3.64133
C 3.12296 4.06131 -2.32142
N 2.76505 2.81665 -2.19444
C 1.78717 2.49179 -3.14483
C 1.23836 1.19821 -3.30951
C 0.30244 1.02203 -4.26757
C -0.01129 2.08131 -5.12646
C 0.52735 3.33282 -5.01229
C 1.51135 3.52004 -4.03617
H 3.81410 4.51854 -1.66853
H 1.53825 0.39021 -2.64986
H -0.16216 0.01568 -4.36909
H -0.81282 2.00825 -5.85091
H 0.22920 4.12576 -5.64960
```

* net charge: 0
* HOMO energy: -6.73 eV
* E_tot: -8473.349099 hartree
* LUMO: -1.47 eV
* spin multiplicity: 1
* HOMO-LUMO gap: 5.3 eV

These are the Löwdin partial charges, in e, on atoms 1 to 6: atom 1 (Pb): 1.262, atom 2 (C): -0.038, atom 3 (C): -0.507, atom 4 (O): -0.298, atom 5 (C): -0.040, atom 6 (C): -0.332

2.
C20H18ClNO4Pt as an isolated structure in a non-equilibrium geometry, computed with the ωB97M-V functional and the def2-TZVPD basis.

The geometry in XYZ format:
```
45
Properties=species:S:1:pos:R:3
Pt -1.10525 -0.69554 0.94602
O -2.26705 3.26566 2.39971
C -1.52290 2.54179 1.70151
O -1.51917 2.37345 0.46965
C -0.38578 1.83084 2.49687
C 0.18398 2.52383 3.55252
C 1.25765 1.95247 4.26252
C 1.74013 0.73588 3.88678
C 1.14126 0.05536 2.79160
N 0.04390 0.60808 2.13578
C 1.71154 -1.17663 2.40108
O 2.61393 -1.83467 2.89826
O 1.10212 -1.66104 1.15633
H -0.24358 3.48146 3.80891
H 1.70411 2.48001 5.10001
H 2.57216 0.25685 4.38425
Cl -2.36841 -4.67920 -2.30312
C -1.34825 -4.89419 -0.22591
C -2.16431 -2.67270 -2.40357
C -2.31949 -1.69494 -1.52891
C -2.62257 -1.70682 -0.09826
C -3.02346 -0.43870 0.52619
C -2.67873 -2.87136 0.72472
C -2.15265 -4.13832 0.68340
H -1.89869 -2.46961 -3.43919
H -2.20821 -0.68353 -1.92490
H -3.67847 -0.47667 1.39667
H -3.22782 0.40672 -0.12497
H -3.11380 -2.65734 1.69836
H -2.29390 -4.73028 1.58811
C -0.35496 -5.52416 -0.62340
C 0.85887 -5.55877 0.30446
C 0.51685 -6.31818 1.59714
C 2.06593 -6.22962 -0.37702
C 1.16971 -4.12817 0.63889
C 1.19187 -2.94969 0.89747
H -2.67691 -4.60360 -4.41116
H -3.60034 -4.56162 -2.56441
H -2.59719 -6.28890 -2.33476
H 0.20462 -7.34040 1.37228
H -0.29112 -5.79497 2.11056
H 1.38564 -6.35881 2.25373
H 1.81444 -7.26365 -0.62307
H 2.94171 -6.21505 0.27446
H 2.30474 -5.70292 -1.30165
```

* net charge: -2
* HOMO energy (alpha / beta): 0.07 / -1.72 eV
* E_tot: -1707.613889 hartree
* LUMO (alpha / beta): 4.60 / 3.40 eV
* spin multiplicity: 3
* ⟨S²⟩: 2.0232
* HOMO-LUMO gap (alpha / beta): 4.5 / 5.1 eV

These are the Löwdin partial charges, in e, on atoms 1 to 6: atom 1 (Pt): 0.997, atom 2 (O): -0.081, atom 3 (C): -0.709, atom 4 (O): -0.080, atom 5 (C): -0.197, atom 6 (C): -0.059

3.
A 2-piece molecular cluster, C5H10O2 overall, computed with the ωB97M-V functional and the def2-TZVPD basis.

The geometry in XYZ format:
```
17
Properties=species:S:1:pos:R:3
C 2.54310 -0.68248 -0.10185
C 1.25334 -0.02572 0.24045
O 0.28579 -0.12072 -0.59394
C -0.96178 0.33658 -0.43876
C -1.30865 1.27550 0.65340
C -1.84154 -0.03139 -1.50667
O -3.02131 0.28476 -1.56773
H 3.31321 0.05975 -0.34809
H 2.91879 -1.27029 0.74436
H 2.41389 -1.35056 -0.95752
H -0.21544 -1.53852 1.29832
H 1.10940 0.55923 1.14492
H -0.87355 -1.43652 0.94851
H -2.35954 1.54230 0.51179
H -1.19087 0.85829 1.66481
H -0.70245 2.19339 0.60104
H -1.36239 -0.65363 -2.29303
```

* net charge: 0
* HOMO energy (alpha / beta): -7.64 / -7.80 eV
* E_tot: -346.855327 hartree
* LUMO (alpha / beta): -0.17 / 0.22 eV
* spin multiplicity: 1
* HOMO-LUMO gap (alpha / beta): 7.5 / 8.0 eV

These are the Löwdin partial charges, in e, on atoms 1 to 6: atom 1 (C): -0.048, atom 2 (C): -0.202, atom 3 (O): -0.035, atom 4 (C): -0.352, atom 5 (C): -0.044, atom 6 (C): -0.262

4.
A single C18H23N3O5 molecule, computed with the ωB97M-V functional and the def2-TZVPD basis.

The geometry in XYZ format:
```
49
Properties=species:S:1:pos:R:3
C 5.74842 -5.34238 0.09914
O 4.39536 -5.22110 -0.28736
C 3.78466 -4.02092 -0.41242
C 2.46218 -4.11056 -0.83287
C 1.67846 -2.98079 -1.01743
N 0.36854 -3.05773 -1.42679
C -0.44708 -1.97424 -1.63631
O -1.59990 -2.11265 -1.97691
N 0.13460 -0.73799 -1.43136
C -0.70065 0.42730 -1.68620
C -1.52517 0.80428 -0.45927
C -2.36896 2.04063 -0.74529
O -2.36966 2.62266 -1.80712
N -3.12031 2.42497 0.31028
C -3.99791 3.57469 0.28641
C -5.46221 3.16973 0.56605
C -5.91222 4.00793 1.76598
C -4.61712 4.29557 2.51989
C -3.63082 4.58224 1.39111
C 1.42518 -0.51712 -0.96180
O 1.82420 0.60736 -0.73784
C 2.22733 -1.72283 -0.77353
C 3.55266 -1.62480 -0.34724
C 4.34373 -2.74111 -0.16180
O 5.64660 -2.67346 0.25594
C 6.20629 -1.40422 0.49791
H 6.41547 -4.84421 -0.60622
H 5.91931 -4.94609 1.10129
H 5.94557 -6.41419 0.09230
H 2.06195 -5.09533 -1.01467
H -0.04979 -3.96298 -1.59148
H -1.36708 0.19725 -2.51837
H -0.04492 1.25616 -1.95626
H -2.18431 -0.02529 -0.19264
H -0.85870 1.01232 0.38132
H -3.07527 1.90107 1.16991
H -3.87475 4.00632 -0.70910
H -5.49830 2.10709 0.81121
H -6.09632 3.32991 -0.30327
H -6.34964 4.94664 1.42388
H -6.64978 3.49026 2.37741
H -4.71174 5.12875 3.21432
H -4.30624 3.41342 3.08283
H -2.59010 4.47743 1.69432
H -3.77841 5.59747 1.02330
H 3.92744 -0.62986 -0.17201
H 5.67726 -0.87719 1.29742
H 7.23196 -1.59702 0.80888
H 6.21019 -0.78740 -0.40552
```

* net charge: 0
* HOMO energy: -8.23 eV
* E_tot: -1240.243515 hartree
* SMILES string: COc1cc2[nH]c(=O)n(CCC(=O)NC3CCCC3)c(=O)c2cc1OC
* LUMO: 0.58 eV
* spin multiplicity: 1
* HOMO-LUMO gap: 8.8 eV

These are the Löwdin partial charges, in e, on atoms 1 to 6: atom 1 (C): -0.064, atom 2 (O): -0.055, atom 3 (C): -0.182, atom 4 (C): 0.070, atom 5 (C): -0.180, atom 6 (N): 0.176

5.
C24H46BaN2O14S4 as an isolated structure in a non-equilibrium geometry, computed with the ωB97M-V functional and the def2-TZVPD basis.

The geometry in XYZ format:
```
91
Properties=species:S:1:pos:R:3
Ba 0.44632 -0.50127 2.50422
O 2.71865 -1.01994 6.24657
C 2.24623 -2.06135 7.08086
C 0.68696 -2.15354 7.49506
O -0.31681 -2.26560 6.45417
H 2.80037 -2.10657 8.01841
H 2.65105 -2.99067 6.68011
H 0.50588 -1.29406 8.14050
H 0.64302 -3.01948 8.15561
O 3.17523 -4.61941 1.31336
S 4.30173 -5.50055 0.96023
O 4.11101 -6.76255 0.29178
O 5.28631 -4.53776 0.04260
C 6.47089 -5.09114 -0.53827
C 6.63130 -4.39011 -1.87758
C 5.35908 -5.73118 2.44763
H 6.40143 -6.15800 -0.75060
H 7.31799 -4.95864 0.13476
H 5.77004 -4.62347 -2.50357
H 7.57291 -4.64733 -2.36264
H 6.57753 -3.32280 -1.66290
H 5.63958 -4.78375 2.90783
H 6.26141 -6.27312 2.16442
H 4.79878 -6.38339 3.11755
O 0.59553 -2.38749 -5.15048
S -0.56071 -2.60848 -4.28898
O -0.57292 -2.16242 -2.92256
O -1.93181 -1.93980 -5.04467
C -2.08984 -2.09340 -6.40847
C -3.50705 -1.67134 -6.88445
C -1.17563 -4.41869 -4.32267
H -1.83628 -3.06738 -6.82700
H -1.48702 -1.35333 -6.93478
H -4.31231 -2.40166 -6.80514
H -3.48746 -1.48395 -7.95805
H -3.72728 -0.69165 -6.46042
H -2.26549 -4.42557 -4.33877
H -0.76107 -4.87049 -3.42148
H -0.75801 -4.89090 -5.21189
O -5.83779 -2.60304 0.06164
S -5.90260 -1.58572 1.11993
O -4.75116 -0.70801 1.30898
O -7.27048 -0.69870 0.97223
C -7.31208 0.42896 1.81895
C -8.12989 1.41462 0.95831
C -6.22345 -2.42365 2.72448
H -6.36905 0.94647 1.99494
H -7.82512 0.29406 2.77116
H -7.88185 1.70918 -0.06140
H -8.17754 2.34245 1.52837
H -9.15518 1.09321 0.77503
H -5.48074 -3.22062 2.76085
H -7.22873 -2.84277 2.68147
H -6.07421 -1.74195 3.56180
O -0.53640 2.94178 -1.57264
S -0.64312 3.94535 -2.68519
O -0.50670 5.37001 -2.39566
O 0.32549 3.52047 -3.92418
C 0.70255 4.54471 -4.86650
C 1.12817 3.89075 -6.12913
C -2.14880 3.60740 -3.58323
H 1.56281 5.07668 -4.46023
H -0.06174 5.31097 -4.99614
H 0.46679 3.06833 -6.40175
H 2.09444 3.44259 -5.89771
H 1.27984 4.54626 -6.98668
H -1.89724 3.79319 -4.62740
H -3.02867 4.14765 -3.23384
H -2.30252 2.53159 -3.49895
N -2.03614 3.67984 4.88569
C -1.78344 4.98614 4.76939
C -2.24669 5.97401 5.59284
C -3.22076 5.63352 6.55409
C -3.61881 4.32597 6.68848
C -3.02859 3.39586 5.82126
H -1.13706 5.26560 3.95055
H -1.83744 6.97132 5.52738
H -3.43555 6.46719 7.20621
H -4.23586 4.04682 7.52973
H -3.33745 2.36509 5.91338
N 4.82178 1.84709 0.18324
C 4.98710 2.01691 -1.19294
C 6.00578 2.80095 -1.77861
C 6.94843 3.41256 -0.98759
C 6.85710 3.25628 0.36211
C 5.79221 2.50318 0.94999
H 4.33472 1.49856 -1.88004
H 6.06076 2.91012 -2.85167
H 7.75283 4.00407 -1.39923
H 7.66469 3.69074 0.93260
H 5.69783 2.46816 2.02528
```

* net charge: 0
* HOMO energy: -4.56 eV
* E_tot: -3722.722204 hartree
* LUMO: -1.37 eV
* spin multiplicity: 1
* HOMO-LUMO gap: 3.2 eV

These are the Löwdin partial charges, in e, on atoms 1 to 6: atom 1 (Ba): 1.237, atom 2 (O): -0.360, atom 3 (C): -0.413, atom 4 (C): -0.363, atom 5 (O): -0.383, atom 6 (H): 0.074